{
  "formula": "C28H53FGeN4O9PRb",
  "method": "wB97M-V/def2-TZVPD",
  "species": ["Rb", "C", "C", "C", "C", "O", "Ge", "O", "C", "C", "C", "C", "O", "C", "C", "C", "C", "H", "H", "H", "H", "H", "H", "H", "H", "H", "H", "H", "H", "H", "H", "H", "H", "H", "H", "H", "H", "H", "H", "H", "H", "H", "H", "H", "C", "C", "N", "O", "C", "C", "N", "O", "H", "H", "H", "H", "H", "H", "H", "F", "C", "C", "N", "C", "C", "O", "O", "C", "O", "N", "C", "O", "H", "H", "H", "H", "C", "C", "P", "C", "C", "C", "C", "H", "H", "H", "H", "H", "H", "H", "H", "H", "H", "H", "H", "H", "H", "H"],
  "coordinates": [[-0.2444, 0.0046, -0.6611], [-2.9267, 1.8154, -2.2647], [-3.2322, 0.3147, -2.2897], [-4.7081, 0.1106, -2.6546], [-2.3713, -0.3628, -3.3673], [-2.9804, -0.1817, -0.9890], [-3.2578, -1.9147, -0.3284], [-1.6772, -2.5458, -1.1530], [-1.3992, -3.8787, -1.5302], [-2.6646, -4.7323, -1.6622], [-0.6887, -3.8232, -2.8848], [-0.4700, -4.5265, -0.5030], [-2.2523, -1.4253, 1.2461], [-2.8186, -1.5160, 2.5456], [-1.9733, -0.6455, 3.4788], [-4.2507, -0.9677, 2.5438], [-2.8282, -2.9708, 3.0235], [-3.1683, 2.2665, -3.2311], [-1.8735, 2.0204, -2.0551], [-3.5303, 2.3022, -1.4955], [-4.9447, 0.5590, -3.6222], [-5.3379, 0.5650, -1.8867], [-4.9414, -0.9561, -2.6998], [-2.6591, 0.0110, -4.3555], [-2.5322, -1.4405, -3.3574], [-1.2965, -0.1774, -3.2834], [-3.3671, -4.2763, -2.3635], [-3.1688, -4.8381, -0.6995], [-2.4048, -5.7293, -2.0284], [-1.3591, -3.4236, -3.6479], [-0.3553, -4.8163, -3.1990], [0.1796, -3.1647, -2.8177], [-0.9602, -4.5670, 0.4726], [0.4402, -3.9339, -0.3992], [-0.1987, -5.5416, -0.8050], [-1.9566, 0.3750, 3.0872], [-0.9482, -1.0150, 3.5268], [-2.3902, -0.6347, 4.4895], [-4.6437, -0.9075, 3.5620], [-4.2575, 0.0310, 2.1009], [-4.9109, -1.6056, 1.9538], [-3.4213, -3.5755, 2.3328], [-3.2633, -3.0552, 4.0227], [-1.8131, -3.3731, 3.0535], [2.7221, -2.8177, 2.7707], [2.3544, -1.7868, 1.7452], [1.1704, -1.6125, 1.3109], [0.2492, -2.4738, 1.8387], [3.3955, -0.8842, 1.2006], [4.5202, -0.3693, 2.0542], [3.3234, -0.5165, -0.0239], [4.0339, 0.2293, -0.6797], [2.1453, -3.7230, 2.5908], [2.4742, -2.4688, 3.7763], [3.7863, -3.0464, 2.7322], [-0.6220, -2.1534, 1.4770], [4.3362, -0.5846, 3.1050], [4.6134, 0.7099, 1.9200], [5.4723, -0.8184, 1.7610], [4.6451, -1.0037, -5.5961], [4.8397, -0.0393, -4.6786], [3.8453, 0.7814, -4.3255], [4.0093, 1.7877, -3.4044], [2.8641, 2.6043, -3.0015], [1.6909, 1.7963, -2.4172], [1.0029, 2.4055, -1.5659], [1.5087, 0.6382, -2.8603], [5.2189, 1.9839, -2.7727], [5.4360, 2.8587, -1.9584], [6.2151, 1.1071, -3.1679], [6.1546, 0.0639, -4.0877], [7.1212, -0.6355, -4.3149], [2.8529, 0.6712, -4.7337], [2.4839, 3.1480, -3.8704], [3.2129, 3.3213, -2.2689], [7.0984, 1.2364, -2.6978], [1.7603, 2.9840, 3.9483], [1.1708, 1.9881, 2.9530], [-0.2285, 2.5440, 1.8712], [-1.3435, 3.3297, 3.1225], [-2.7950, 3.3955, 2.6407], [0.5339, 4.0109, 1.0578], [-0.4391, 4.7279, 0.1220], [2.5664, 2.5231, 4.5247], [1.0071, 3.3324, 4.6572], [2.1760, 3.8576, 3.4454], [0.8099, 1.0961, 3.4751], [1.9459, 1.6374, 2.2628], [-0.9745, 4.3218, 3.3983], [-1.2924, 2.7053, 4.0203], [-2.8970, 4.0343, 1.7626], [-3.4555, 3.7846, 3.4188], [-3.1498, 2.4031, 2.3560], [1.3618, 3.6216, 0.4617], [0.9298, 4.7055, 1.8041], [-0.8526, 4.0288, -0.6049], [0.0764, 5.5128, -0.4345], [-1.2584, 5.1933, 0.6751]],
  "charge": -1,
  "relative_energy_ev": 0.036,
  "homo_energy_ev": [-4.854, -4.854],
  "s_squared": 0.763,
  "lumo_ev": [1.98, 1.42],
  "spin_multiplicity": 2
}